# 1
Density functional theory data (ωB97M-V/def2-TZVPD) for C11H19OP as an isolated structure in a non-equilibrium geometry.

Summary:
Orbital gap in eV: 9.653
Maximum force in Eh/bohr: 0.09371
E_LUMO in eV: 0.904
Energy in hartree: -846.947847
Total charge: 0
Relative energy (zero: lowest compared OMol25 entry of this formula, charge and spin) in kcal per mole: 71.0
2S+1: 1

Structure (XYZ):
```
32
C11H19OP ωB97M-V/def2-TZVPD
C 1.85 -1.47 1.54
C 0.50 -1.99 2.04
C 1.87 -0.03 2.05
C -0.62 -1.45 1.18
C -2.50 0.21 -0.78
C -1.94 1.54 -0.90
C -0.60 1.03 1.98
C 0.82 0.69 1.29
C -0.39 0.01 0.83
C -1.06 0.39 -0.47
C 0.55 0.86 -4.11
O -0.03 -0.19 -1.83
P 0.98 0.97 -2.35
H 2.70 -2.06 2.10
H 1.89 -1.47 0.45
H 0.40 -3.04 1.94
H 0.39 -1.59 3.13
H 1.83 0.00 3.15
H 2.89 0.54 1.68
H -0.50 -2.05 0.13
H -1.56 -1.58 1.76
H -3.32 0.13 0.07
H -2.83 -0.33 -1.72
H -1.75 1.95 -1.92
H -2.30 2.39 -0.46
H -0.59 0.63 3.00
H -1.11 1.94 2.01
H 1.14 1.44 0.57
H 0.51 -0.21 -4.62
H 1.20 1.31 -4.78
H -0.42 1.40 -4.35
H 2.01 0.03 -2.62
```

***

# 2
Density functional theory data (ωB97M-V/def2-TZVPD) for an isolated ion of composition C11H20BrN2 and charge +1 in a non-equilibrium geometry.

Summary:
Orbital gap in eV: 8.354
Maximum force in Eh/bohr: 0.11512
E_LUMO in eV: -3.878
Energy in hartree: -3114.308652
Total charge: +1
Relative energy (zero: lowest compared OMol25 entry of this formula, charge and spin) in kcal per mole: 6.5
2S+1: 1

Structure (XYZ):
```
34
C11H20BrN2 ωB97M-V/def2-TZVPD
C -0.49 3.69 0.28
C 0.01 2.42 0.82
C 0.13 1.47 -0.34
N 1.10 1.77 -1.25
C -0.81 0.39 -0.64
N -0.85 0.13 -2.05
C -0.92 -0.78 0.35
C -2.15 -0.96 1.16
C 0.02 -1.70 0.38
C 1.40 -1.32 0.00
C 1.76 -0.18 0.68
Br 3.34 0.74 0.51
C 2.31 -1.95 -0.97
C 2.68 -3.39 -0.44
H -0.87 4.29 1.05
H -1.30 3.66 -0.45
H 0.27 4.29 -0.11
H -0.76 2.10 1.48
H 1.01 2.37 1.40
H 1.59 2.63 -1.30
H 0.90 1.19 -2.06
H -1.81 0.97 -0.41
H -1.76 0.37 -2.52
H -0.59 -0.88 -2.35
H -1.91 -0.31 1.99
H -2.12 -1.96 1.40
H -3.07 -0.64 0.81
H -0.12 -2.79 0.57
H 1.17 0.19 1.37
H 1.96 -2.05 -2.02
H 3.14 -1.37 -0.95
H 1.76 -3.92 0.06
H 3.44 -3.38 0.27
H 2.94 -4.06 -1.29
```

***

Which of these has the lowest maximum force?
C11H19OP

***

The lowest total charge belongs to which entry?
C11H19OP

***

Which of these has the lowest relative energy (zero: lowest compared OMol25 entry of this formula, charge and spin)?
C11H20BrN2